Record 1
Entry from the OMol25 dataset: a 2-piece molecular cluster, C5H12O2 overall at a distorted geometry (wB97M-V/def2-TZVPD).

HOMO = -10.62 eV
SMILES = COC=O.CCC

Last columns: bonded neighbours and bond lengths (Å).
Element x y z (Å)
1 C -2.15 1.47 0.65  O2 1.425, H5 1.093, H6 1.093, H7 1.090
2 O -1.78 0.74 -0.52  C1 1.425, C3 1.450
3 C -1.85 -0.70 -0.50  O2 1.450, O4 1.192, H8 1.099
4 O -2.13 -1.33 0.48  C3 1.192
5 H -2.49 0.77 1.41  C1 1.093
6 H -1.25 1.98 0.99  C1 1.093
7 H -2.92 2.19 0.37  C1 1.090
8 H -1.94 -1.02 -1.54  C3 1.099
9 C 1.53 -1.66 0.04  C10 1.521, H12 1.089, H13 1.091, H14 1.089
10 C 0.94 -0.32 -0.37  C9 1.521, C11 1.526, H15 1.092, H16 1.173
11 C 1.88 0.84 -0.10  C10 1.526, H17 1.090, H18 1.090, H19 1.089
12 H 0.84 -2.48 -0.13  C9 1.089
13 H 2.43 -1.86 -0.54  C9 1.091
14 H 1.85 -1.66 1.09  C9 1.089
15 H 0.68 -0.35 -1.43  C10 1.092
16 H -0.04 -0.04 0.21  C10 1.173
17 H 1.40 1.80 -0.30  C11 1.090
18 H 2.78 0.77 -0.72  C11 1.090
19 H 2.22 0.86 0.93  C11 1.089

Löwdin population analysis, charges in e, atoms 1 to 5:
1. C -0.074
2. O -0.170
3. C -0.311
4. O 0.088
5. H 0.087

=====

Record 2
Entry from the OMol25 dataset: a 2-piece molecular cluster, C5H12O2 overall (wB97M-V/def2-TZVPD).

HOMO = -9.02 eV
SMILES = CC/C=C\O.CO

Last columns: bonded neighbours and bond lengths (Å).
Element x y z (Å)
1 C 2.07 0.07 0.83  C2 1.532, H6 1.095, H7 1.097, H8 1.096
2 C 0.88 0.79 1.47  C1 1.532, C3 1.503, H9 1.096, H10 1.098
3 C 0.02 1.49 0.45  C2 1.503, C4 1.328, H11 1.088
4 C -1.22 1.15 0.13  C3 1.328, O5 1.380, H12 1.088
5 O -1.85 0.06 0.70  C4 1.380, H13 0.964
6 H 1.71 -0.74 0.18  C1 1.095
7 H 2.67 0.75 0.23  C1 1.097
8 H 2.72 -0.36 1.61  C1 1.096
9 H 0.27 0.08 2.04  C2 1.096
10 H 1.24 1.54 2.19  C2 1.098
11 H 0.45 2.33 -0.09  C3 1.088
12 H -1.81 1.68 -0.62  C4 1.088
13 H -2.78 0.05 0.45  O5 0.964
14 C -0.74 -1.47 -1.95  O15 1.407, H16 1.102, H17 1.100, H18 1.093
15 O -0.29 -1.92 -0.69  C14 1.407, H19 0.970
16 H -1.79 -1.75 -2.14  C14 1.102
17 H -0.65 -0.38 -2.06  C14 1.100
18 H -0.12 -1.94 -2.71  C14 1.093
19 H -0.78 -1.43 -0.02  O15 0.970

Löwdin population analysis, charges in e, atoms 1 to 5:
1. C -0.104
2. C -0.250
3. C -0.113
4. C -0.213
5. O -0.031

=====

Record 3
Entry from the OMol25 dataset: a 2-piece molecular cluster, C5H12O2 overall (wB97M-V/def2-TZVPD).

HOMO = -9.02 eV

Last columns: bonded neighbours and bond lengths (Å).
Element x y z (Å)
1 C -2.15 1.63 0.51  H8 1.096, H9 1.092, H10 1.100, H14 1.172
2 C -0.25 0.63 0.97  C3 1.469, H11 1.088, H12 1.093
3 C -0.25 -0.39 -0.09  C2 1.469, O4 1.326, C5 1.637, H13 1.106
4 O -0.63 0.09 -1.27  C3 1.326
5 C 1.37 -0.60 -0.12  C3 1.637, C6 1.525, O7 1.388, H15 1.099
6 C 1.61 -1.99 -0.70  C5 1.525, H16 1.095, H17 1.094, H18 1.096
7 O 1.86 0.42 -0.92  C5 1.388, H19 0.991
8 H -2.40 2.58 0.02  C1 1.096
9 H -3.03 1.00 0.65  C1 1.092
10 H -1.80 1.92 1.51  C1 1.100
11 H 0.33 1.52 0.75  C2 1.088
12 H -0.35 0.37 2.03  C2 1.093
13 H -0.71 -1.33 0.25  C3 1.106
14 H -1.55 1.12 -0.36  C1 1.172
15 H 1.85 -0.53 0.87  C5 1.099
16 H 1.07 -2.08 -1.66  C6 1.095
17 H 2.68 -2.13 -0.87  C6 1.094
18 H 1.25 -2.78 -0.03  C6 1.096
19 H 1.10 0.57 -1.54  O7 0.991

Löwdin population analysis, charges in e, atoms 1 to 5:
1. C -0.031
2. C 0.121
3. C -0.549
4. O -0.187
5. C -0.395

=====

Record 4
Entry from the OMol25 dataset: a 2-piece molecular cluster, C5H12O2 overall (wB97M-V/def2-TZVPD).

HOMO = -8.76 eV
SMILES = CC/C=C(\C)O.O

Last columns: bonded neighbours and bond lengths (Å).
Element x y z (Å)
1 C 2.11 0.38 1.10  C2 1.533, H7 1.097, H8 1.098, H9 1.096
2 C 1.31 0.75 -0.16  C1 1.533, C3 1.507, H10 1.098, H11 1.100
3 C 0.50 -0.42 -0.65  C2 1.507, C4 1.337, H12 1.092
4 C -0.78 -0.41 -1.06  C3 1.337, C5 1.504, O6 1.372
5 C -1.71 0.76 -1.09  C4 1.504, H13 1.098, H14 1.100, H15 1.093
6 O -1.31 -1.59 -1.52  C4 1.372, H16 0.965
7 H 1.43 0.09 1.91  C1 1.097
8 H 2.79 -0.45 0.89  C1 1.098
9 H 2.71 1.23 1.44  C1 1.096
10 H 0.67 1.62 0.05  C2 1.098
11 H 2.01 1.06 -0.95  C2 1.100
12 H 1.02 -1.38 -0.73  C3 1.092
13 H -1.98 0.97 -2.14  C5 1.098
14 H -2.64 0.54 -0.54  C5 1.100
15 H -1.27 1.66 -0.67  C5 1.093
16 H -2.27 -1.50 -1.60  O6 0.965
17 O -1.03 -0.84 2.15  H18 0.965, H19 0.970
18 H -0.87 -1.78 2.29  O17 0.965
19 H -0.68 -0.69 1.26  O17 0.970

Löwdin population analysis, charges in e, atoms 1 to 5:
1. C -0.111
2. C -0.252
3. C -0.097
4. C -0.415
5. C -0.019

=====

The LUMO results, record by record, are as follows: 0.91 0.57 -0.47 0.81 eV.
The frontier orbital gap results, record by record, are as follows: 11.53 9.59 8.54 9.56 eV.
The energy relative to the best compared isomer or geometry (same formula, charge and spin) results, record by record, are as follows: 1.5891 1.6150 4.8904 0.9348 eV.